Record 1
Density functional theory data (ωB97M-V with the def2-TZVPD basis set) for a 2-piece molecular cluster, C9H14 overall at a distorted geometry.

```
23
Properties=species:S:1:pos:R:3:nbo_charge:R:1
C 2.39502 0.65431 0.83053 -0.6120
C 1.26629 0.64186 -0.04840 -0.0434
C -0.03205 1.04849 0.29157 -0.2417
C -0.98247 0.58922 -0.60940 -0.1856
C -0.65595 0.02066 -1.95367 -0.2351
C 0.68657 -0.05986 -2.38372 -0.2075
C 1.62324 0.21830 -1.29714 -0.2103
H 3.26848 0.28132 0.46626 0.2140
H 2.16600 0.06648 1.76208 0.2102
H 2.54537 1.63344 1.25155 0.2152
H -0.50181 1.50734 1.23602 0.2356
H -2.07572 0.88544 -0.43696 0.2127
H -1.52382 -0.18191 -2.54766 0.2126
H 1.10349 -0.39846 -3.36349 0.2282
H 2.78423 0.14999 -1.50355 0.2052
C -2.04090 -0.67249 2.29948 -0.6262
C -1.66276 -1.82450 1.49071 -0.6355
H -1.16481 -0.13142 2.63536 0.2129
H -2.79906 0.04913 1.88391 0.2123
H -2.89740 -0.92200 3.12128 0.2043
H -2.38570 -2.20355 0.81595 0.2111
H -0.67344 -1.66894 0.97110 0.2143
H -1.42780 -2.76283 1.98836 0.2088
```

Kohn-Sham gap: 0.3579 Eh
SMILES: Cc1ccccc1.CC
Largest force on an atom: 5.09 eV/Å

=====

Record 2
Density functional theory data (ωB97M-V with the def2-TZVPD basis set) for C22H53N4O13PS as an isolated structure at a distorted geometry.

```
94
Properties=species:S:1:pos:R:3:mulliken_charge:R:1
C -0.07885 4.98365 3.77473 -1.3910
C 0.58427 4.03485 2.82387 0.7151
O 1.27688 4.43748 1.93114 -0.5076
N 0.26351 2.64701 2.95087 0.8559
C 0.58031 2.10163 4.23915 0.6910
C 0.13330 0.70288 4.48857 -1.1502
O 1.10912 2.78997 5.06977 -0.5725
C 0.56863 1.83184 1.80141 -1.4401
C -0.57658 1.42281 1.02454 0.4701
C -1.96794 1.81144 1.47305 -0.5805
C -2.38675 3.16734 0.97383 -0.1220
O -3.42997 3.34146 0.41391 -0.5153
C -0.44978 0.69173 -0.12773 -0.4038
C 0.84080 0.31514 -0.56749 -0.9358
N 1.18105 -0.36912 -1.65857 0.1170
S 2.77381 -0.53249 -1.62731 0.0465
N 3.11536 0.24758 -0.27322 -0.5656
C 1.95009 0.68752 0.22719 1.3967
C 1.81941 1.44506 1.42614 -0.0156
P 3.31970 1.78681 2.40278 0.3285
N 3.29053 0.84000 3.67865 -0.6750
H -0.86428 5.47458 3.20389 0.3140
H -0.48427 4.50327 4.65313 0.3612
H 0.66085 5.72970 4.03431 0.3761
H 0.41872 0.03823 3.67889 0.1706
H 0.53572 0.35714 5.42861 0.4015
H -0.95673 0.68946 4.53977 0.3680
H -2.00639 1.83308 2.55973 0.5012
H -2.68686 1.07206 1.13677 0.2023
H -1.71086 4.02193 1.14166 0.4267
H -1.33281 0.41989 -0.69066 0.7383
H 3.41762 3.11874 2.81622 0.0536
H 4.44117 1.44118 1.64792 0.2002
H 3.31982 1.39202 4.52625 0.2303
C -0.31917 2.35587 -3.36086 0.4392
O -1.12769 1.43200 -4.09686 -0.5396
H -0.84605 3.30272 -3.28436 -0.0828
H -0.14005 1.94037 -2.37103 -0.3674
H 0.63425 2.51593 -3.86975 0.3367
H -0.62392 0.61145 -4.14874 0.2301
C 3.97383 -3.20578 3.70990 -0.5954
O 2.79889 -2.84410 2.99913 -0.4161
H 3.79205 -4.14550 4.22629 0.2119
H 4.81046 -3.33715 3.01751 0.2562
H 4.22240 -2.43788 4.44675 0.2655
H 2.98695 -2.00777 2.56182 0.2376
C 6.78789 3.91241 1.47736 -0.5530
O 6.58811 2.67217 2.15073 -0.4531
H 6.03970 3.98169 0.69143 0.2091
H 6.66261 4.75694 2.15964 0.2769
H 7.78069 3.95915 1.02373 0.2922
H 7.24516 2.60533 2.84845 0.2650
C 1.49633 -2.74639 -5.35082 -0.5416
O 2.41749 -2.29158 -4.36023 -0.5267
H 2.03535 -3.42614 -6.00520 0.2930
H 0.65889 -3.28012 -4.89684 0.2147
H 1.11311 -1.91404 -5.94626 0.2277
H 1.94301 -1.69186 -3.77980 0.3076
C -2.45225 -2.34562 0.57572 -0.6235
O -1.51459 -1.96273 1.58696 -0.4655
H -2.80093 -3.34741 0.81375 0.3275
H -3.30877 -1.66803 0.56066 0.2925
H -1.97808 -2.35293 -0.40876 0.2017
H -1.20732 -1.07746 1.37899 0.2187
C -3.23508 -3.89636 4.37625 -0.5807
O -3.02505 -2.58782 3.86897 -0.4325
H -4.15328 -3.88387 4.95957 0.2578
H -3.34734 -4.62348 3.56491 0.2239
H -2.41227 -4.20951 5.02575 0.2679
H -2.20952 -2.59167 3.34758 0.2437
C -2.62943 5.14199 -4.50773 -0.5368
O -1.87395 5.62353 -3.39758 -0.5190
H -1.97926 4.49237 -5.08804 0.1916
H -3.49234 4.56737 -4.16266 0.2702
H -2.96562 5.96622 -5.14139 0.3027
H -2.44376 6.19552 -2.87740 0.2970
C -3.13496 -1.47036 -3.59900 -0.7492
O -2.20895 -0.94786 -2.65114 -0.2869
H -3.47416 -2.43836 -3.23861 0.2308
H -3.99617 -0.80502 -3.70429 0.3545
H -2.65145 -1.60506 -4.56889 0.2246
H -1.90625 -0.09226 -2.97806 0.1713
C -1.06092 -6.46429 0.80677 -0.4216
O -1.30358 -5.68321 -0.35859 -0.4604
H -1.53636 -7.43023 0.65670 0.2461
H 0.00947 -6.61715 0.96483 0.2584
H -1.49022 -5.99310 1.69563 0.1152
H -0.88266 -4.82897 -0.22566 0.2741
C -3.03505 -3.50632 -6.92688 -0.6429
O -1.93103 -3.78488 -6.07064 -0.4223
H -2.96063 -2.47010 -7.24643 0.2308
H -3.02196 -4.14877 -7.81094 0.3095
H -3.97957 -3.64701 -6.39416 0.2775
H -2.00554 -4.70066 -5.78990 0.2756
```

Kohn-Sham gap: 0.2629 Eh
Largest force on an atom: 2.69 eV/Å

=====

Record 3
Density functional theory data (ωB97M-V with the def2-TZVPD basis set) for a 2-piece molecular cluster, C6H12N2 overall at a distorted geometry.

```
20
Properties=species:S:1:pos:R:3:nbo_charge:R:1
C 1.54144 1.56420 1.63021 -0.6465
C 0.87996 0.22232 1.38164 0.1058
C 0.63568 -0.21765 0.08144 -0.1327
N -0.08896 -1.38540 0.26232 -0.5345
C -0.16162 -1.60441 1.64515 0.1536
N 0.38190 -0.59246 2.29871 -0.4534
H 1.53000 1.85964 2.69840 0.2299
H 0.99896 2.41322 1.19104 0.2174
H 2.54750 1.41059 1.20568 0.2220
H 1.00586 0.22688 -0.82637 0.2188
H -0.69279 -1.71422 -0.48444 0.4193
H -0.43811 -2.59798 1.96611 0.1986
C -1.71072 0.14209 -2.48733 -0.6029
C -1.04351 1.29030 -3.34134 -0.6026
H -0.95499 -0.49253 -2.10530 0.1820
H -2.46710 0.50525 -1.78642 0.2142
H -2.16401 -0.54360 -3.22722 0.2002
H -1.77294 1.74272 -3.97994 0.2078
H -0.21503 0.82159 -3.89251 0.2008
H -0.54969 2.03015 -2.71235 0.2021
```

Kohn-Sham gap: 0.3382 Eh
SMILES: Cc1c[nH]cn1.CC
Largest force on an atom: 3.25 eV/Å

=====

Record 4
Density functional theory data (ωB97M-V with the def2-TZVPD basis set) for C39H37F5N12SSeSr as an isolated structure.

```
96
Properties=species:S:1:pos:R:3:mulliken_charge:R:1
Sr -0.40934 0.39925 0.35568 1.8412
C 4.29372 -1.09596 0.17363 -2.0809
C 2.82100 -0.88598 -0.01975 0.7921
N 1.99097 -0.68452 0.94017 0.6053
N 2.49579 -0.76619 2.21344 -0.7765
C 1.78784 -0.35708 3.30025 0.5310
N 2.35995 -0.64928 4.47191 -0.4146
S 0.33551 0.48300 3.24482 -0.3389
C 2.26715 -0.93988 -1.40866 0.1928
C 3.03535 -1.46526 -2.43449 -0.9144
C 2.50313 -1.53461 -3.71637 -0.8597
C 1.22389 -1.06976 -3.92844 -0.9023
C 0.51641 -0.57617 -2.84059 -0.6527
N 1.00610 -0.50989 -1.60526 0.4663
H 4.67083 -0.52464 1.02148 0.5561
H 4.84984 -0.75650 -0.69490 0.5089
H 4.53336 -2.15153 0.32824 0.3769
H 3.40713 -1.17811 2.34504 0.2612
H 3.18258 -1.22328 4.55877 0.1868
H 1.90330 -0.34194 5.31393 0.2384
H 4.03206 -1.83434 -2.25041 0.4734
H 3.08709 -1.94670 -4.52819 0.4592
H 0.76589 -1.09207 -4.90717 0.5341
H -0.49979 -0.23096 -2.98075 0.6829
C -3.82031 4.66746 2.74142 -0.5002
C -4.08362 3.62264 3.62259 -0.7017
C -3.69107 2.33068 3.31979 -0.4824
C -3.02533 2.10041 2.12183 -0.6558
C -2.74419 3.13907 1.24210 0.5211
C -3.15144 4.42866 1.54909 -1.1009
N -2.55238 0.80826 1.72860 1.7234
N -3.09651 -0.14174 2.30830 -0.8195
C -2.62531 -1.45796 1.97994 -0.4359
C -3.31123 -2.47608 2.61405 -0.5737
C -2.92453 -3.78730 2.36478 -0.5890
C -1.87565 -4.01774 1.49645 -0.9406
C -1.24921 -2.92719 0.90580 -0.8770
N -1.60470 -1.66568 1.13907 1.1495
H -4.13390 5.67192 2.99172 0.4413
H -4.59513 3.82141 4.55451 0.4206
H -3.87931 1.51446 4.00246 0.4843
H -2.23158 2.93228 0.31056 0.4600
H -2.94644 5.23993 0.86307 0.4921
H -4.11765 -2.22820 3.28895 0.5989
H -3.43720 -4.61002 2.84471 0.4413
H -1.54527 -5.01869 1.25960 0.4912
H -0.43613 -3.07603 0.20580 0.5283
N -5.42406 -1.31728 -2.11645 -0.0088
C -5.01250 0.12389 -2.16337 -0.5949
C -4.05185 0.44878 -1.00377 -0.3550
N -2.70278 0.81624 -1.43352 0.3496
H -6.11437 -1.54108 -2.83242 0.4173
H -5.80886 -1.58647 -1.21309 0.3644
H -4.51715 -1.88926 -2.30444 -0.1884
H -5.90353 0.74772 -2.17335 0.3902
H -4.49521 0.22851 -3.11333 0.2304
H -3.94468 -0.43903 -0.37542 0.0071
H -4.46994 1.23074 -0.36942 0.4406
H -2.72141 1.64260 -2.02298 0.2465
H -2.38768 0.03400 -2.01647 -0.5508
N 1.52446 7.80196 0.22652 0.0352
C 1.33746 9.06966 -0.29150 0.7236
C 1.80998 10.32093 0.10098 -1.0583
C 1.41124 11.39002 -0.67020 -0.4207
C 0.57628 11.22770 -1.79430 -0.5079
C 0.11930 9.98815 -2.17549 -0.7991
C 0.51261 8.88935 -1.40550 0.6439
N 0.21408 7.54727 -1.56513 -0.6149
C 0.83120 6.94622 -0.58652 -0.1147
C 0.76266 5.49699 -0.38529 0.9334
C 1.19499 4.85805 0.77078 -0.9120
C 1.04734 3.48649 0.87975 -0.5041
N 0.50468 2.73116 -0.08063 0.3516
C 0.11692 3.35250 -1.20671 -0.6461
C 0.21986 4.70993 -1.40165 -0.7416
H 2.11024 7.56218 1.00564 0.1845
H 2.45122 10.45346 0.96169 0.3895
H 1.74798 12.38393 -0.40824 0.3937
H 0.29510 12.10175 -2.36530 0.3978
H -0.51797 9.85576 -3.03889 0.4411
H 1.62359 5.40468 1.59967 0.3529
H 1.35413 2.97156 1.78325 0.4221
H -0.29285 2.72346 -1.99177 0.4662
H -0.11218 5.17759 -2.31759 0.5635
F -1.26737 -2.65622 -8.31316 -0.2989
C -1.53679 -2.60970 -7.01708 0.7839
C -1.37688 -3.73381 -6.22272 0.1539
F -0.95043 -4.86573 -6.76637 -0.2836
C -1.66231 -3.67133 -4.86757 0.3876
F -1.48536 -4.78338 -4.15551 -0.3217
C -2.10919 -2.50853 -4.25196 0.1626
Se -2.44116 -2.43168 -2.37226 -0.3246
C -2.24905 -1.40657 -5.08197 -0.0475
F -2.65726 -0.21394 -4.57795 -0.4398
C -1.97768 -1.43310 -6.43735 -0.0468
F -2.12411 -0.33387 -7.17465 -0.2947
```

Total charge: +2
Kohn-Sham gap: 0.2312 Eh
Largest force on an atom: 0.66 eV/Å

=====

Number 1: electronic energy -9557.705 eV, molar mass 122.21 g/mol. Number 2: electronic energy -76370.057 eV, molar mass 644.72 g/mol. Number 3: electronic energy -9395.978 eV, molar mass 112.18 g/mol. Number 4: electronic energy -149519.862 eV, molar mass 967.45 g/mol.